{"formula": "C24H40CrN10OSSe", "method": "wB97M-V/def2-TZVPD", "s_squared": 3.974, "e_homo_ev": [-9.1038, -9.5317], "relative_energy_ev": 0.670, "spin_multiplicity": 4, "max_force_ev_per_a": 0.49, "total_charge": 1, "orbital_gap_ev": [6.1, 6.5], "species": ["Cr", "C", "C", "C", "C", "C", "C", "C", "N", "C", "C", "C", "C", "C", "C", "C", "N", "C", "C", "C", "C", "H", "H", "H", "H", "H", "H", "H", "H", "H", "H", "H", "H", "H", "H", "H", "H", "H", "H", "H", "H", "H", "H", "H", "H", "Se", "C", "N", "C", "C", "O", "H", "H", "H", "H", "H", "H", "H", "N", "N", "N", "C", "N", "N", "H", "H", "H", "C", "N", "C", "N", "S", "H", "H", "H", "H", "H", "H"], "xyz": [[0.57212, 0.00139, 0.78709], [-3.68380, 2.89449, -4.07452], [-2.38661, 3.55109, -3.60594], [-2.70521, 4.95758, -3.07725], [-1.42154, 3.65380, -4.79520], [-1.70721, 2.75609, -2.49915], [-0.53512, 3.22806, -1.90993], [0.07234, 2.50657, -0.90603], [-0.42207, 1.35064, -0.45468], [-1.55168, 0.87677, -1.00456], [-2.20820, 1.54928, -2.02141], [-2.05694, -0.39268, -0.40664], [-3.24856, -0.98570, -0.76796], [-3.69076, -2.13769, -0.11167], [-2.89602, -2.61399, 0.92255], [-1.71199, -1.97003, 1.23369], [-1.28289, -0.90047, 0.56940], [-5.00619, -2.78384, -0.52546], [-5.23806, -4.10936, 0.19747], [-6.15066, -1.81948, -0.18151], [-4.98719, -3.03611, -2.04089], [-4.13564, 3.51087, -4.85092], [-4.40973, 2.80325, -3.26474], [-3.51075, 1.90595, -4.50316], [-3.27784, 5.50617, -3.82501], [-1.80010, 5.52760, -2.86978], [-3.29699, 4.91373, -2.16221], [-1.88998, 4.22314, -5.59875], [-1.16492, 2.66725, -5.18374], [-0.49695, 4.16248, -4.52255], [-0.08489, 4.15747, -2.22610], [0.97572, 2.85095, -0.42179], [-3.11180, 1.13607, -2.43690], [-3.85043, -0.55046, -1.54994], [-3.18026, -3.47942, 1.50051], [-1.08645, -2.29474, 2.05520], [-5.32092, -3.97638, 1.27680], [-4.44177, -4.82780, -0.00375], [-6.17404, -4.54779, -0.14794], [-6.21507, -1.65042, 0.89393], [-7.09817, -2.24164, -0.51711], [-6.02337, -0.85270, -0.66927], [-4.08890, -3.57516, -2.34572], [-5.03687, -2.10692, -2.60901], [-5.85205, -3.63638, -2.32301], [0.25817, 0.67856, 2.99700], [4.46618, 2.49096, -0.41196], [4.13531, 2.13982, 0.95639], [5.00438, 2.62920, 2.01350], [3.11056, 1.37302, 1.25227], [2.31530, 0.91795, 0.39024], [5.51252, 2.24895, -0.59727], [4.31413, 3.55877, -0.57645], [3.83911, 1.91971, -1.08961], [4.94357, 3.71535, 2.08804], [6.03451, 2.34163, 1.80130], [4.70341, 2.18562, 2.95926], [2.93620, 1.14728, 2.30516], [1.82886, -2.21909, 3.51426], [1.78642, -2.60743, 2.19360], [2.10775, -3.79303, 1.76392], [1.99989, -3.64014, 0.43802], [1.64027, -2.40837, 0.09613], [1.50901, -1.76868, 1.24420], [1.50151, -3.00118, 4.07013], [1.25917, -1.34408, 3.58528], [2.19337, -4.43647, -0.25668], [7.55346, -1.80143, 4.31901], [6.90071, -1.72151, 3.02938], [5.58797, -1.52448, 2.84263], [4.81328, -1.47766, 3.95029], [4.91109, -1.32636, 1.31453], [8.62326, -1.89735, 4.15855], [7.22435, -2.67876, 4.88025], [7.37336, -0.90396, 4.91439], [7.45454, -1.69962, 2.19034], [5.15930, -1.77071, 4.84811], [3.81750, -1.52805, 3.79338]], "forces_ev_per_a": [[0.1157, 0.4509, 0.1503], [-0.0059, -0.0028, -0.0033], [0.0489, -0.0272, 0.0398], [-0.0124, 0.0025, -0.0052], [-0.0083, 0.0123, -0.0377], [-0.0637, -0.0146, -0.0335], [0.0408, -0.0153, 0.0527], [-0.0513, 0.0445, 0.0746], [0.0006, -0.1806, -0.1285], [-0.0822, -0.1156, 0.0926], [0.0872, 0.0682, 0.0440], [0.0462, 0.1759, -0.0350], [0.0128, -0.0749, 0.1419], [-0.0565, 0.0996, -0.0980], [0.0786, -0.0041, 0.0721], [-0.0295, 0.0473, -0.0737], [0.0260, -0.0350, -0.1222], [0.0532, 0.0114, 0.0285], [-0.0183, -0.0229, 0.0003], [-0.0143, -0.0121, 0.0119], [0.0118, -0.0216, -0.0082], [-0.0055, 0.0031, -0.0117], [-0.0147, 0.0137, 0.0201], [0.0172, -0.0219, -0.0058], [0.0098, 0.0225, -0.0206], [0.0196, 0.0028, 0.0221], [-0.0280, -0.0124, 0.0035], [-0.0027, 0.0096, -0.0050], [-0.0097, -0.0194, 0.0016], [0.0125, 0.0069, 0.0092], [-0.0111, 0.0327, -0.0021], [0.0111, -0.0249, -0.0498], [-0.0245, -0.0108, -0.0139], [-0.0140, 0.0060, -0.0298], [-0.0104, -0.0168, 0.0012], [-0.0147, -0.0411, -0.0250], [-0.0025, 0.0129, 0.0156], [0.0176, -0.0063, -0.0203], [-0.0066, -0.0010, 0.0000], [0.0111, -0.0005, 0.0164], [-0.0215, -0.0107, -0.0020], [-0.0007, 0.0169, -0.0192], [-0.0030, -0.0300, 0.0156], [0.0266, 0.0169, -0.0088], [-0.0296, 0.0166, -0.0008], [-0.0743, -0.0306, 0.0452], [0.0411, -0.0295, -0.0392], [-0.1325, 0.0147, 0.1322], [0.0567, -0.0542, -0.0314], [-0.0735, -0.2514, -0.0261], [-0.1068, 0.1131, -0.0093], [-0.0072, -0.0069, -0.0216], [0.0107, 0.0081, 0.0044], [0.0080, 0.0146, 0.0028], [0.0008, 0.0002, -0.0214], [-0.0101, -0.0156, 0.0012], [-0.0027, 0.0237, 0.0165], [0.0749, 0.1073, 0.0049], [0.1670, -0.0565, -0.1829], [-0.0266, 0.0764, 0.0158], [0.0156, 0.0727, -0.0411], [0.1110, -0.0918, 0.1154], [-0.0107, -0.1677, 0.2234], [-0.0363, -0.1421, -0.4456], [-0.1319, 0.0947, 0.0620], [-0.0871, -0.0349, 0.1024], [0.0132, -0.0053, -0.0335], [0.0320, -0.0464, 0.0010], [-0.0535, 0.1446, -0.1558], [-0.1613, -0.0665, 0.3501], [0.2168, 0.0045, -0.2049], [0.0913, 0.0042, -0.0887], [0.0037, 0.0095, 0.0124], [-0.0090, -0.0056, 0.0087], [0.0016, 0.0042, 0.0118], [0.0045, -0.0321, 0.0131], [0.0513, 0.0012, 0.0083], [-0.0824, -0.0077, 0.1163]]}